Molecular formula: C9H14
Method: DFT, wB97M-V/def2-TZVPD

For the orbital gap, the calculation gives 10.096 eV. The energy is -9558.32520 eV. The energy above the lowest of the compared OMol25 structures with the same formula, charge and spin is 42.81 kcal per mole. The SMILES is Cc1ccccc1.CC. As for the largest force on an atom: 0.0888 hartree/bohr. Its HOMO energy is -0.3347 Eh.

```
23
Properties=species:S:1:pos:R:3:forces:R:3:nbo_charge:R:1
C 1.096 -0.632 -2.232 -0.6 2.6 0.6 -0.635
C -2.545 -1.559 -2.041 -2.3 -0.9 -1.3 -0.180
C -2.781 -1.322 -0.652 -2.2 -2.1 -3.4 -0.249
C -1.342 -1.270 -2.582 1.2 1.1 3.4 -0.231
C -0.300 -0.817 -1.659 0.9 -0.7 -3.7 0.001
C -1.873 -0.767 0.102 3.0 2.1 1.4 -0.180
C -0.530 -0.515 -0.391 -1.9 0.6 4.0 -0.241
H -3.430 -1.942 -2.741 2.0 0.9 1.7 0.211
H -3.749 -1.652 -0.346 -0.5 0.3 0.7 0.213
H -1.115 -1.142 -3.585 0.2 -0.5 -1.9 0.210
H -2.173 -0.344 1.042 0.2 -0.3 0.7 0.208
H 1.218 -0.835 -3.279 -0.2 -0.6 -0.5 0.213
H 1.764 -1.238 -1.632 0.6 0.4 0.0 0.224
H 0.164 -0.064 0.414 -0.7 -0.9 -2.0 0.217
H 1.268 0.520 -2.193 0.4 -2.0 0.4 0.215
C 1.350 1.975 2.229 -2.7 0.5 -0.7 -0.617
C 2.343 1.419 3.177 0.8 -0.5 0.2 -0.620
H 0.608 2.530 2.851 0.1 -0.3 -0.8 0.204
H 1.538 2.583 1.333 1.1 0.3 0.8 0.217
H 0.807 1.182 1.713 -0.2 -0.2 0.4 0.192
H 3.357 1.397 2.770 -0.1 -0.7 0.2 0.211
H 1.951 0.502 3.636 0.6 -0.4 -0.8 0.211
H 2.373 1.988 4.066 0.4 1.3 0.8 0.205
```
Forces are in eV/Å.


Molecular formula: C9H14
Method: DFT, wB97M-V/def2-TZVPD

For the orbital gap, the calculation gives 10.122 eV. The energy is -9559.65186 eV. The energy above the lowest of the compared OMol25 structures with the same formula, charge and spin is 12.21 kcal per mole. The SMILES is Cc1ccccc1.CC. As for the largest force on an atom: 0.0416 hartree/bohr. Its HOMO energy is -0.3335 Eh.

```
23
Properties=species:S:1:pos:R:3:forces:R:3:nbo_charge:R:1
C 1.338 -2.549 -0.681 0.2 -1.9 -0.9 -0.615
C 2.073 -2.210 0.585 0.1 0.6 0.7 -0.615
H 0.309 -2.873 -0.522 -0.3 0.8 0.2 0.208
H 1.433 -1.785 -1.444 -0.4 0.4 0.1 0.211
H 1.691 -3.460 -1.196 0.5 0.2 0.3 0.197
H 1.615 -1.289 0.957 0.3 0.0 0.3 0.209
H 2.047 -2.933 1.401 -0.5 -0.3 -0.2 0.203
H 3.141 -2.024 0.478 0.0 0.2 -0.5 0.202
C -1.108 0.746 2.387 0.2 0.6 -0.3 -0.634
C -0.246 1.035 -1.858 0.4 -0.7 1.4 -0.242
C -1.485 0.609 -1.373 -0.2 -0.4 -1.5 -0.179
C 0.729 1.267 -0.898 0.6 0.1 0.5 -0.188
C -1.770 0.450 -0.034 0.6 1.2 0.6 -0.238
C 0.484 1.107 0.474 -0.5 1.3 -0.9 -0.239
C -0.792 0.800 0.912 0.1 -0.7 0.2 0.007
H -0.013 1.025 -2.911 -0.1 0.3 -0.1 0.218
H -2.184 0.363 -2.170 -0.4 0.0 0.5 0.208
H 1.733 1.614 -1.125 -0.1 -0.1 -0.5 0.208
H -2.759 0.287 0.369 -0.2 -0.5 -0.4 0.212
H 1.212 1.537 1.151 0.2 -0.5 0.2 0.210
H -1.792 -0.080 2.550 0.0 -0.1 0.5 0.219
H -1.552 1.681 2.745 -0.4 -0.1 -0.3 0.220
H -0.197 0.690 2.982 0.0 -0.5 0.0 0.218
```
Forces are in eV/Å.


Molecular formula: C9H14
Method: DFT, wB97M-V/def2-TZVPD

For the orbital gap, the calculation gives 10.017 eV. The energy is -9559.36341 eV. The energy above the lowest of the compared OMol25 structures with the same formula, charge and spin is 18.86 kcal per mole. The SMILES is Cc1ccccc1.CC. As for the largest force on an atom: 0.0389 hartree/bohr. Its HOMO energy is -0.3308 Eh.

```
23
Properties=species:S:1:pos:R:3:forces:R:3:nbo_charge:R:1
C 2.419 1.862 0.475 0.1 -0.8 -0.6 -0.602
C 2.350 1.591 -1.037 -1.4 0.6 0.5 -0.612
H 1.683 1.269 1.024 -0.2 0.2 -0.1 0.197
H 3.385 1.465 0.799 0.0 0.6 0.3 0.200
H 2.283 2.911 0.693 0.2 0.2 0.3 0.205
H 1.382 1.864 -1.486 -0.1 -0.3 0.5 0.204
H 2.462 0.514 -1.142 0.5 0.2 -0.8 0.202
H 2.991 2.283 -1.574 0.8 -0.7 -0.1 0.209
C -1.048 -0.869 2.350 0.4 -0.2 0.6 -0.643
C -2.623 -0.883 -1.133 1.4 -0.5 0.7 -0.213
C -1.457 -1.050 -1.880 -1.5 -0.4 -0.8 -0.219
C -2.463 -0.781 0.244 -0.5 -0.1 0.9 -0.208
C -1.228 -0.906 0.867 1.6 0.7 -1.0 -0.025
C -0.185 -1.040 -1.335 -0.9 0.1 0.0 -0.210
C -0.092 -0.910 0.047 0.4 0.0 -0.5 -0.205
H -3.562 -1.020 -1.647 -0.2 0.5 0.3 0.217
H -1.732 -1.241 -2.915 1.0 0.1 -0.2 0.207
H -3.259 -0.573 0.949 -0.5 -0.3 -0.3 0.206
H 0.661 -1.152 -1.999 0.2 0.2 0.2 0.217
H -0.099 -1.248 2.752 0.1 -0.4 -0.8 0.222
H -1.797 -1.523 2.807 -0.2 0.7 0.3 0.223
H 0.905 -0.721 0.430 -0.1 -0.5 0.5 0.205
H -0.977 0.159 2.711 -0.9 0.0 0.2 0.225
```
Forces are in eV/Å.


Molecular formula: C9H14
Method: DFT, wB97M-V/def2-TZVPD

For the orbital gap, the calculation gives 10.065 eV. The energy is -9557.83320 eV. The energy above the lowest of the compared OMol25 structures with the same formula, charge and spin is 54.15 kcal per mole. The SMILES is Cc1ccccc1.CC. As for the largest force on an atom: 0.1257 hartree/bohr. Its HOMO energy is -0.3337 Eh.

```
23
Properties=species:S:1:pos:R:3:forces:R:3:nbo_charge:R:1
C -2.857 -2.085 0.561 1.1 1.7 -3.1 -0.597
C -3.245 -2.021 -1.046 -0.9 1.4 3.5 -0.619
H -1.768 -2.110 0.640 0.0 -0.4 0.0 0.202
H -3.108 -1.130 1.050 -0.5 -0.6 -0.1 0.199
H -3.290 -2.931 0.950 -0.9 -1.7 1.5 0.196
H -3.012 -0.922 -1.103 -0.6 -1.1 -1.4 0.209
H -4.352 -2.295 -1.117 1.5 0.8 -0.2 0.203
H -2.655 -2.676 -1.663 0.3 0.0 -0.1 0.206
C 3.235 0.581 -1.277 -3.2 3.0 -2.3 -0.622
C 0.194 1.624 1.468 -1.5 0.4 4.7 -0.263
C 1.453 1.487 1.884 5.3 -0.7 -1.1 -0.167
C -0.137 1.333 0.223 -2.9 -1.4 -5.6 -0.205
C 2.491 1.069 0.922 -4.6 1.3 2.7 -0.225
C 0.766 0.990 -0.782 0.2 0.3 -0.5 -0.217
C 2.130 0.852 -0.361 -0.8 -0.2 -0.6 -0.015
H -0.510 1.767 2.318 -0.1 0.3 -1.2 0.218
H 1.870 1.703 2.876 -0.9 -0.1 -0.2 0.210
H -1.195 1.230 -0.187 1.1 0.7 1.2 0.210
H 3.431 0.898 1.313 2.0 -0.2 0.3 0.203
H 0.326 0.909 -1.893 1.5 -0.1 2.7 0.225
H 3.296 1.554 -1.799 1.2 -0.3 0.2 0.221
H 2.859 0.001 -2.040 -0.6 -1.8 -1.9 0.211
H 4.080 0.173 -0.936 3.3 -1.1 1.6 0.215
```
Forces are in eV/Å.


Molecular formula: C9H14
Method: DFT, wB97M-V/def2-TZVPD

For the orbital gap, the calculation gives 9.777 eV. The energy is -9557.42663 eV. The energy above the lowest of the compared OMol25 structures with the same formula, charge and spin is 63.53 kcal per mole. The SMILES is Cc1ccccc1.CC. As for the largest force on an atom: 0.1363 hartree/bohr. Its HOMO energy is -0.3242 Eh.

```
23
Properties=species:S:1:pos:R:3:forces:R:3:nbo_charge:R:1
C 1.447 3.149 -0.901 0.3 -1.6 -4.5 -0.606
C 2.266 1.880 -1.437 -0.1 2.3 -1.6 -0.607
H 2.001 3.798 -0.343 2.3 2.0 0.8 0.201
H 1.040 3.659 -1.854 0.2 -0.5 2.0 0.205
H 0.736 2.927 -0.181 -2.1 -1.0 0.8 0.200
H 1.716 0.983 -1.347 -1.0 -0.9 -0.3 0.206
H 3.135 1.693 -0.865 1.1 0.1 0.6 0.200
H 2.610 2.040 -2.553 -0.8 -0.4 2.2 0.202
C 0.360 -0.481 2.105 2.2 2.0 -1.3 -0.635
C -1.462 -0.244 0.323 0.3 -0.9 0.6 -0.237
C -0.580 -0.919 1.055 2.3 -6.6 0.7 -0.025
C -2.376 -0.843 -0.447 -2.2 0.3 -2.7 -0.191
C -0.516 -2.346 0.865 -2.5 0.5 -3.2 -0.180
C -2.334 -2.241 -0.699 -0.4 0.4 -1.0 -0.228
C -1.313 -3.070 -0.167 0.4 5.1 3.6 -0.220
H -1.455 0.718 0.556 -0.5 4.6 0.2 0.199
H -3.107 -0.053 -0.981 1.3 -2.6 1.1 0.217
H -0.168 -0.548 3.044 0.2 0.9 0.6 0.230
H 0.787 0.516 1.692 -0.9 -0.9 1.7 0.216
H 0.106 -2.953 1.460 0.9 -0.4 0.6 0.191
H -3.136 -2.498 -1.406 0.6 -0.8 0.3 0.217
H -1.066 -4.083 -0.099 -0.6 -1.6 -1.0 0.224
H 1.309 -1.083 2.181 -1.3 0.1 -0.2 0.222
```
Forces are in eV/Å.


Molecular formula: C9H14
Method: DFT, wB97M-V/def2-TZVPD

For the orbital gap (spin up / spin down), the calculation gives 9.991 / 6.161 eV. The energy is -9551.13902 eV. Its total charge is +1. The energy above the lowest of the compared OMol25 structures with the same formula, charge and spin is 6.97 kcal per mole. The multiplicity is 2. As for the largest force on an atom: 0.0259 hartree/bohr. Its HOMO energy (spin up / spin down) is -0.5283 / -0.5283 Eh.

```
23
Properties=species:S:1:pos:R:3:forces:R:3:lowdin_spin:R:1
C -2.929 -0.365 -1.198 0.4 -0.5 1.1 0.062
C -1.509 -0.117 -1.506 -1.3 0.2 -0.2 0.267
C -0.605 0.171 -0.443 -0.2 -0.2 -0.9 0.072
C -1.075 -0.148 -2.871 1.1 -0.2 0.3 0.120
C 0.688 0.401 -0.736 0.7 -0.3 0.1 0.069
C 0.263 -0.044 -3.117 -0.5 -0.4 -0.8 0.048
C 1.152 0.230 -2.078 0.6 0.5 0.4 0.307
H -3.211 0.002 -0.213 0.1 0.3 0.0 0.006
H -3.089 -1.447 -1.080 0.1 -0.1 -0.3 0.031
H -0.974 0.176 0.556 -0.2 0.1 0.5 0.000
H -1.695 -0.335 -3.729 -0.7 -0.1 0.2 0.002
H 1.363 0.601 0.081 0.3 0.1 -0.1 0.000
H 0.600 -0.240 -4.131 0.2 0.3 0.2 -0.002
H 2.206 0.352 -2.319 -0.1 -0.1 0.2 0.012
H -3.608 -0.017 -1.939 -0.5 0.3 -0.7 0.007
C 2.100 -0.346 2.774 -0.1 -0.1 0.1 0.000
C 0.982 0.522 3.370 0.5 0.3 0.8 0.000
H 1.668 -1.152 2.166 0.4 0.3 -0.3 0.000
H 2.829 0.298 2.276 -0.2 -0.3 -0.6 0.000
H 2.725 -0.863 3.499 -0.3 0.1 0.4 0.000
H 1.260 1.575 3.335 0.0 0.1 -0.1 0.000
H 0.024 0.435 2.867 -0.1 -0.2 -0.1 0.000
H 0.839 0.311 4.435 -0.2 -0.1 -0.2 0.000
```
Forces are in eV/Å.


Molecular formula: C9H14
Method: DFT, wB97M-V/def2-TZVPD

For the orbital gap (spin up / spin down), the calculation gives 9.614 / 5.827 eV. The energy is -9549.74060 eV. Its total charge is +1. The energy above the lowest of the compared OMol25 structures with the same formula, charge and spin is 39.22 kcal per mole. The multiplicity is 2. As for the largest force on an atom: 0.0787 hartree/bohr. Its HOMO energy (spin up / spin down) is -0.5214 / -0.5206 Eh.

```
23
Properties=species:S:1:pos:R:3:forces:R:3:lowdin_spin:R:1
C 1.442 3.241 -1.180 0.0 1.5 -2.5 0.000
C 1.056 1.833 -1.611 1.0 1.5 -0.7 -0.001
H 1.107 3.566 -0.235 0.0 -0.3 1.6 0.000
H 2.483 3.498 -1.355 0.3 -0.4 0.5 0.000
H 0.974 4.044 -1.784 -0.1 -0.7 -0.3 0.000
H 1.734 1.306 -2.253 0.6 0.4 -0.9 0.000
H 1.120 1.258 -0.781 -0.2 -1.9 2.9 -0.001
H 0.090 1.732 -2.002 -1.5 0.1 -0.6 0.000
C -2.233 -0.370 2.009 0.7 1.8 1.8 0.063
C 1.145 -1.158 0.236 -2.9 -1.1 1.6 0.006
C 0.669 -2.158 -0.649 0.2 1.9 0.4 0.264
C 0.274 -0.760 1.301 1.8 1.0 -0.5 0.188
C -1.162 -1.014 1.273 0.8 -1.2 -2.3 0.273
C -0.610 -2.709 -0.496 -1.5 1.8 2.7 0.107
C -1.498 -2.076 0.420 0.3 -3.4 -2.2 0.048
H 2.174 -0.942 0.088 0.6 0.8 0.6 -0.003
H 1.305 -2.345 -1.477 0.4 -0.8 -0.6 0.011
H 0.650 -0.175 2.164 -0.1 -0.2 -0.8 0.006
H -0.919 -3.612 -0.951 -0.2 -0.6 -0.8 0.002
H -1.814 0.514 2.518 0.0 -0.5 0.4 0.000
H -2.452 -1.155 2.779 -0.7 0.7 -0.4 0.030
H -2.437 -2.653 0.472 0.1 1.1 0.2 -0.002
H -3.098 0.134 1.512 0.4 -1.5 -0.2 0.011
```
Forces are in eV/Å.


Molecular formula: C9H14
Method: DFT, wB97M-V/def2-TZVPD

For the orbital gap (spin up / spin down), the calculation gives 9.655 / 6.188 eV. The energy is -9550.66890 eV. Its total charge is +1. The energy above the lowest of the compared OMol25 structures with the same formula, charge and spin is 17.81 kcal per mole. The multiplicity is 2. As for the largest force on an atom: 0.0363 hartree/bohr. Its HOMO energy (spin up / spin down) is -0.5243 / -0.5244 Eh.

```
23
Properties=species:S:1:pos:R:3:forces:R:3:lowdin_spin:R:1
C 0.152 -1.095 -1.114 -0.3 0.3 0.1 0.060
C -2.439 -1.247 1.652 1.2 0.4 0.4 0.043
C -1.779 -0.341 2.555 -0.5 -1.1 0.5 0.321
C -1.758 -1.469 0.501 0.2 0.4 -1.3 0.100
C -0.592 -0.706 0.114 0.1 -0.8 0.4 0.266
C -0.685 0.463 2.197 0.4 0.4 -0.2 0.077
C -0.025 0.246 1.029 -1.2 0.9 -1.0 0.075
H -3.293 -1.843 1.928 -0.1 0.1 0.2 -0.001
H -1.961 -0.384 3.626 -0.7 0.1 -0.2 0.013
H -2.020 -2.179 -0.276 -0.5 -0.2 0.5 0.003
H -0.398 1.252 2.887 0.2 -0.2 -0.1 0.002
H 0.052 -0.435 -1.984 0.3 0.7 0.5 0.022
H -0.145 -2.016 -1.612 -0.1 -0.5 0.8 0.003
H 0.693 0.968 0.648 0.4 -0.4 0.3 0.000
H 1.166 -1.103 -0.715 0.4 -0.2 -0.9 0.014
C 3.346 1.415 -2.884 -1.0 -1.4 -0.7 0.000
C 2.076 2.020 -2.269 0.9 -0.6 0.2 0.000
H 4.031 2.148 -3.285 0.4 0.2 0.4 0.000
H 3.767 0.665 -2.207 0.6 0.6 0.1 0.000
H 3.084 0.779 -3.746 -0.1 0.3 0.1 0.000
H 1.541 1.218 -1.726 -0.1 0.5 -0.5 0.000
H 1.482 2.488 -3.054 -0.2 0.1 0.5 0.000
H 2.414 2.714 -1.502 -0.4 0.4 -0.1 0.000
```
Forces are in eV/Å.


Molecular formula: C9H14
Method: DFT, wB97M-V/def2-TZVPD

For the orbital gap (spin up / spin down), the calculation gives 9.991 / 5.963 eV. The energy is -9550.32411 eV. Its total charge is +1. The energy above the lowest of the compared OMol25 structures with the same formula, charge and spin is 25.76 kcal per mole. The multiplicity is 2. As for the largest force on an atom: 0.0953 hartree/bohr. Its HOMO energy (spin up / spin down) is -0.5345 / -0.5340 Eh.

```
23
Properties=species:S:1:pos:R:3:forces:R:3:lowdin_spin:R:1
C 1.502 2.972 0.525 2.9 2.2 1.8 0.001
C 2.103 2.965 -0.845 0.9 0.7 -1.1 0.000
H 1.657 4.001 1.000 -0.7 -1.3 -0.6 0.000
H 0.516 2.695 0.507 -2.6 -0.2 0.1 0.000
H 1.987 2.312 1.275 0.1 0.0 -0.7 0.000
H 1.978 1.987 -1.284 -0.1 -0.3 -0.6 0.000
H 3.193 3.140 -0.856 -0.4 -0.1 0.3 0.000
H 1.711 3.759 -1.550 0.0 -1.0 0.9 0.000
C -2.713 0.034 -0.617 1.0 0.7 1.0 0.023
C 1.000 -0.634 0.096 -1.8 -0.2 0.1 0.278
C -0.167 0.078 -0.254 -1.6 -2.6 1.0 0.012
C 0.970 -2.035 0.494 -2.2 0.8 0.5 0.148
C -1.418 -0.619 -0.075 0.2 3.6 -3.3 0.147
C -0.256 -2.637 0.658 -0.2 -0.3 -0.6 0.023
C -1.464 -1.969 0.224 1.3 -2.0 2.1 0.323
H 1.913 -0.150 0.264 1.3 0.9 -0.3 0.014
H -0.222 1.081 -0.620 0.4 0.4 0.0 -0.002
H 1.864 -2.449 0.882 0.7 -0.6 0.0 0.005
H -0.350 -3.637 1.091 0.1 0.3 -0.3 -0.001
H -3.358 -0.672 -1.113 -0.2 -0.3 0.1 0.004
H -2.538 0.874 -1.280 0.7 -0.2 -0.5 0.002
H -2.432 -2.481 0.308 0.5 0.2 -0.3 0.011
H -3.260 0.609 0.139 -0.2 -0.7 0.5 0.010
```
Forces are in eV/Å.